--- A ---
5
Properties=species:S:1:pos:R:3:nbo_charge:R:1 method="wB97M-V/def2-TZVPD" lumo_energy_ev="-3.9 / -2.8"
N -0.59672 -0.23962 0.05785 0.33
O -1.30084 -1.14715 -0.25693 -0.29
O -0.01263 0.51920 -0.74095 -0.35
S -0.24464 -0.01374 1.69041 0.40
Cl 2.15483 0.88131 -0.75038 -0.10

--- B ---
5
Properties=species:S:1:pos:R:3:nbo_charge:R:1 method="wB97M-V/def2-TZVPD" lumo_energy_ev=-3.1
N -0.80000 -0.15758 -0.00934 0.38
O -0.88542 -1.30103 -0.01222 -0.25
O -1.66080 0.68639 0.03566 -0.35
S 0.48000 0.92595 -0.05373 0.52
Cl 2.86622 -0.15373 0.03963 -0.30

Energy relative to the most stable one, in hartree: A 0.0413; B 0.0000

--- A ---
9
Properties=species:S:1:pos:R:3:nbo_charge:R:1 method="wB97M-V/def2-TZVPD" lumo_energy_ev=-0.3
C 2.02238 -0.16188 0.01730 0.22
C 0.59678 -0.20769 0.08026 0.41
C -1.18763 1.21654 0.06073 -0.23
H -1.45711 1.60668 1.03368 0.18
H -1.45774 2.14283 -0.69162 0.22
N 3.19399 -0.12522 -0.12157 -0.22
N -0.22950 -1.14118 0.22054 -0.53
O 0.20417 1.14069 0.00162 -0.48
S -1.75370 -0.56825 -0.12485 0.43

--- B ---
9
Properties=species:S:1:pos:R:3:nbo_charge:R:1 method="wB97M-V/def2-TZVPD" lumo_energy_ev=-1.4
S 0.40688 -1.88605 -1.06408 0.02
C 0.10153 -0.50395 -0.28491 0.08
C -0.39079 -0.43168 1.09699 0.08
N -0.63696 0.66715 1.71715 -0.39
C -0.36508 1.82299 0.96501 0.16
N 0.07020 1.89308 -0.23610 -0.07
O 0.31340 0.69025 -0.88369 -0.31
H -0.58421 -1.36676 1.61291 0.22
H -0.53957 2.77587 1.45207 0.21

--- C ---
9
Properties=species:S:1:pos:R:3:nbo_charge:R:1 method="wB97M-V/def2-TZVPD" lumo_energy_ev="-0.9 / -1.3"
C -0.24204 -1.24617 -0.69710 -0.12
C 0.35462 0.36314 1.56134 0.75
C -0.37956 0.12339 -1.14728 -0.41
N 0.87428 0.84865 0.57511 -0.34
N 0.76786 0.77315 -0.70826 -0.15
O 0.10803 0.24580 2.69835 -0.49
S 0.22436 -2.01591 0.57420 0.28
H -0.43781 0.31715 -2.15865 0.24
H -1.26973 0.59079 -0.69771 0.24

Energy relative to the most stable one, in hartree: A 0.0000; B 0.0124; C 0.1017

--- A ---
19
Properties=species:S:1:pos:R:3:nbo_charge:R:1 method="wB97M-V/def2-TZVPD" lumo_energy_ev=1.1
C 1.50050 0.23817 1.10417 -0.46
N 1.03663 -0.02520 -0.27704 -0.29
C 1.57502 -1.29247 -0.65977 -0.40
N -0.23313 0.29020 -0.66338 -0.15
C -0.66478 1.59109 -0.64340 -0.44
N -1.24226 -0.43507 0.46740 -0.43
N -2.57371 -0.51965 0.15588 -0.64
H 1.79616 -0.66397 1.67161 0.18
H 2.43129 0.83093 1.06755 0.20
H 0.77342 0.76556 1.69988 0.22
H 1.15177 -1.53469 -1.64911 0.21
H 2.58473 -1.13473 -0.73785 0.20
H 1.29117 -2.18038 -0.03072 0.16
H -0.10829 2.38236 -1.22494 0.23
H -1.62355 1.61663 -1.15287 0.20
H -1.03461 1.98899 0.45035 0.16
H -0.78494 -1.23876 0.93458 0.37
H -3.10758 0.39953 0.09423 0.35
H -2.76783 -1.07854 -0.60658 0.33

--- B ---
19
Properties=species:S:1:pos:R:3:nbo_charge:R:1 method="wB97M-V/def2-TZVPD" lumo_energy_ev=1.0
H 2.58387 -0.46392 0.61706 0.33
N 1.88123 0.27327 0.66942 -0.71
C 1.73570 0.90461 -0.43722 0.25
N 2.45782 0.70875 -1.59111 -0.84
H 1.14017 1.81407 -0.41680 0.18
H 2.31220 1.32730 -2.37061 0.40
H 3.35680 0.25359 -1.53181 0.39
C -1.79743 -1.02347 1.45223 -0.62
C -0.71924 -1.05229 0.38176 -0.27
N -0.99792 -0.25670 -0.79473 -0.46
N -1.56941 1.02279 -0.57026 -0.68
H -1.56598 -1.75633 2.22208 0.22
H -2.77047 -1.27302 1.02656 0.20
H -1.86109 -0.04866 1.93408 0.20
H 0.26740 -0.65934 0.83781 0.22
H -0.53625 -2.07253 0.03712 0.19
H -0.04706 -0.04130 -1.22286 0.34
H -2.58973 0.91956 -0.56632 0.35
H -1.28062 1.42360 0.32361 0.32

Energy relative to the most stable one, in hartree: A 0.1130; B 0.0000

--- A ---
11
Properties=species:S:1:pos:R:3:nbo_charge:R:1 method="wB97M-V/def2-TZVPD" lumo_energy_ev=1.1
C -2.67069 -0.08320 -0.02563 -0.42
C -1.35873 0.22993 -0.10004 -0.32
S -0.04385 -0.95473 -0.02839 0.20
C 1.47349 -0.12612 0.47145 -0.33
C 2.50109 0.04028 -0.30504 -0.36
H -2.94790 -1.11745 0.17482 0.21
H -3.37357 0.72289 -0.07846 0.21
H -0.88572 1.09698 -0.35773 0.20
H 1.44538 0.16249 1.48057 0.20
H 3.39473 0.51244 -0.00186 0.21
H 2.46576 -0.48351 -1.22968 0.20

--- B ---
11
Properties=species:S:1:pos:R:3:nbo_charge:R:1 method="wB97M-V/def2-TZVPD" lumo_energy_ev=0.4
C 0.60703 -1.12030 -1.30206 -0.18
C 1.31386 0.12957 -1.14939 -0.66
C 0.18631 -1.37842 -0.02568 -0.44
C -0.88732 1.10515 1.16234 -0.74
S 0.69929 0.38247 0.42470 0.67
H 0.67867 -1.94574 -2.03105 0.22
H 1.55863 1.07119 -1.63225 0.23
H -0.56196 -1.97891 0.46528 0.22
H -1.39002 1.89358 0.65513 0.23
H -0.53248 1.44838 2.05875 0.22
H -1.67201 0.39303 1.37425 0.23

Energy relative to the most stable one, in hartree: A 0.0000; B 0.1123

--- A ---
11
Properties=species:S:1:pos:R:3:nbo_charge:R:1 method="wB97M-V/def2-TZVPD" lumo_energy_ev=0.5
C 1.65042 0.65684 -0.10284 -0.65
C 0.42539 0.08135 -0.66632 -0.26
C -0.62092 -0.25407 0.00719 0.12
C -1.86303 -0.74490 0.31175 -0.55
S -1.27276 -0.27078 1.99814 -0.06
H 2.47266 0.87029 -0.84719 0.22
H 2.12177 -0.07520 0.68507 0.24
H 1.51681 1.74668 0.37527 0.24
H 0.37469 -0.00204 -1.81715 0.24
H -2.69289 -0.16705 -0.02985 0.23
H -2.11216 -1.84112 0.08592 0.23

--- B ---
11
Properties=species:S:1:pos:R:3:nbo_charge:R:1 method="wB97M-V/def2-TZVPD" lumo_energy_ev=0.3
C 1.26318 1.01003 2.07749 -0.40
C 0.44783 1.06736 0.87322 -0.41
S 0.78670 0.50559 -0.78696 0.32
C -0.48997 -0.59231 -0.99675 -0.42
C -1.04427 -1.21005 -2.15920 -0.41
H 2.46682 0.83975 2.02158 0.21
H 1.04731 0.90479 3.37866 0.25
H -0.66835 1.37945 0.76621 0.23
H -0.79138 -1.03285 -0.03021 0.22
H -2.04571 -1.97709 -1.97365 0.21
H -0.97216 -0.89469 -3.17041 0.20

Energy relative to the most stable one, in hartree: A 0.0000; B 0.0701

--- A ---
11
Properties=species:S:1:pos:R:3:nbo_charge:R:1 method="wB97M-V/def2-TZVPD" lumo_energy_ev=-0.2
C -1.12033 2.09870 -0.58401 -0.17
C -0.47668 1.15180 -0.32737 -0.08
C -0.23101 -1.17842 -0.00282 -0.65
C 0.42737 0.16778 0.00487 -0.29
S 1.96452 0.07403 -0.80476 0.07
H -1.91312 2.70903 -0.89817 0.23
H -0.51047 -1.33607 1.05688 0.25
H 0.57980 -1.94813 -0.20099 0.21
H -0.98581 -1.33268 -0.79242 0.23
H 0.98680 0.36872 1.67692 0.08
H 2.28264 1.28371 -0.47464 0.11

--- B ---
11
Properties=species:S:1:pos:R:3:nbo_charge:R:1 method="wB97M-V/def2-TZVPD" lumo_energy_ev=0.4
C 0.00254 2.18335 -0.28939 -0.71
C -0.09810 0.78683 -0.10620 0.06
C -0.61149 -0.35061 -0.24207 -0.07
C -0.40703 -1.63454 0.08753 -0.55
S 1.39530 -2.36483 -0.08145 -0.08
H -0.14412 2.67147 -1.26280 0.25
H -0.80300 2.60063 0.55857 0.24
H 1.07759 2.60487 -0.18310 0.25
H -0.92730 -2.40686 -0.58245 0.24
H -1.01192 -1.99702 0.82787 0.24
H 1.52754 -2.09329 1.27349 0.14

Energy relative to the most stable one, in hartree: A 0.0353; B 0.0000

--- A ---
22
Properties=species:S:1:pos:R:3:nbo_charge:R:1 method="wB97M-V/def2-TZVPD" lumo_energy_ev=-3.1 charge=+1
C 2.21025 1.11457 0.76736 -0.29
O 2.12086 0.65926 -0.56110 -0.50
C 0.86294 0.33417 -1.01844 0.31
N -0.22482 1.05706 -0.62664 -0.45
C -1.33268 0.62226 -0.24640 0.37
C -2.51707 1.50284 -0.01069 -0.68
C -1.69373 -0.84052 -0.05845 -0.31
N -0.50874 -1.67673 0.19755 -0.53
C 0.62385 -1.32354 -0.29464 0.48
N 1.77420 -1.97145 -0.13736 -0.78
H 3.14283 1.69425 0.93412 0.23
H 2.22413 0.39587 1.52348 0.17
H 1.32860 1.81076 0.94633 0.20
H 0.96055 0.26270 -2.07103 0.23
H -3.05160 1.26806 0.88695 0.24
H -3.23498 1.41399 -0.82828 0.26
H -2.31126 2.59903 -0.08732 0.26
H -2.45470 -0.99358 0.76702 0.26
H -2.21344 -1.25958 -0.96473 0.25
H -0.42714 -2.51877 0.75988 0.42
H 2.60381 -1.42757 -0.44247 0.44
H 2.11813 -2.72308 0.56487 0.43

--- B ---
22
Properties=species:S:1:pos:R:3:nbo_charge:R:1 method="wB97M-V/def2-TZVPD" lumo_energy_ev=-5.0 charge=+1
C 1.17139 -1.20331 1.07719 -0.60
C 0.29790 -0.65322 -0.03020 -0.07
C 0.90344 -0.92680 -1.39036 -0.60
C -1.11479 -1.15961 -0.03928 -0.61
C 0.07328 0.86413 0.15836 0.10
C 0.04529 1.74742 1.17256 0.15
O -0.36183 2.93741 0.72107 -0.20
N -0.57736 2.76179 -0.57948 0.31
N -1.15924 4.17575 -1.36194 -0.47
N -0.45465 1.57314 -0.90455 -0.10
H 2.10923 -0.62479 1.06122 0.22
H 0.78690 -1.23817 2.01077 0.22
H 1.41223 -2.21952 0.82964 0.24
H 2.00324 -0.76546 -1.46612 0.23
H 0.63767 -1.98859 -1.63732 0.24
H 0.38936 -0.31063 -2.08861 0.22
H -1.10187 -2.27970 0.02592 0.24
H -1.62258 -0.82021 0.80353 0.21
H -1.75138 -0.89300 -0.96635 0.23
H 0.24829 1.69869 2.25386 0.27
H -1.58587 3.89358 -2.22478 0.39
H -1.95949 4.48365 -0.75316 0.39

Energy relative to the most stable one, in hartree: A 0.0000; B 0.1382